(1)
{
  "formula": "C19H29BClN5O3STl",
  "method": "wB97M-V/def2-TZVPD",
  "gap_ev": 7.936,
  "charge": 1,
  "e_tot_ha": -2296.4925,
  "e_lumo_ev": -3.27,
  "largest_force_ev_per_a": 0.47,
  "e_homo_ev": -11.204,
  "de_lowest_kcal_mol": 8.3,
  "spin_multiplicity": 1,
  "symbols": ["Tl", "Cl", "C", "C", "N", "C", "C", "N", "C", "N", "N", "N", "C", "C", "C", "C", "C", "C", "H", "H", "H", "H", "H", "H", "H", "H", "H", "H", "H", "C", "C", "C", "O", "B", "O", "C", "C", "C", "H", "H", "H", "H", "H", "H", "H", "H", "H", "H", "H", "H", "C", "S", "C", "O", "H", "H", "H", "H", "H", "H"],
  "xyz": [[0.025, 0.537, 0.292], [-2.187, -0.456, -0.047], [-0.768, -2.066, 2.695], [-0.039, -2.459, 1.463], [0.599, -1.636, 0.645], [1.084, -2.385, -0.411], [0.733, -3.676, -0.216], [0.029, -3.712, 0.972], [-0.574, -4.908, 1.558], [-1.994, -4.810, 1.644], [-2.584, -4.648, 2.863], [-3.841, -4.546, 2.711], [-4.133, -4.633, 1.361], [-5.359, -4.573, 0.692], [-5.328, -4.685, -0.677], [-4.113, -4.851, -1.377], [-2.900, -4.911, -0.731], [-2.944, -4.801, 0.661], [-0.375, -1.120, 3.064], [-0.677, -2.814, 3.480], [-1.829, -1.937, 2.475], [1.642, -1.937, -1.214], [0.918, -4.563, -0.796], [-0.204, -5.069, 2.568], [-0.281, -5.747, 0.929], [-6.283, -4.444, 1.238], [-6.251, -4.643, -1.239], [-4.140, -4.932, -2.455], [-1.973, -5.031, -1.277], [-1.110, 5.283, -1.936], [-0.177, 4.736, -0.878], [-0.194, 5.609, 0.364], [-0.700, 3.418, -0.452], [0.376, 2.631, -0.328], [1.571, 3.108, -0.707], [1.266, 4.387, -1.393], [1.328, 4.082, -2.879], [2.329, 5.391, -1.003], [-2.082, 5.488, -1.488], [-1.252, 4.582, -2.755], [-0.716, 6.218, -2.337], [-1.206, 5.626, 0.766], [0.100, 6.632, 0.125], [0.474, 5.225, 1.136], [0.578, 3.346, -3.172], [2.312, 3.678, -3.116], [1.176, 4.987, -3.467], [2.438, 5.470, 0.076], [2.077, 6.375, -1.401], [3.287, 5.095, -1.431], [4.196, -0.832, 1.111], [3.963, 0.093, -0.401], [4.549, 1.673, 0.187], [2.473, 0.251, -0.566], [5.240, -0.759, 1.416], [3.941, -1.871, 0.914], [3.539, -0.417, 1.875], [5.619, 1.604, 0.380], [4.002, 1.949, 1.089], [4.354, 2.396, -0.602]],
  "atomic_forces_ev_per_a": [[-0.07, -0.33, -0.32], [-0.10, 0.03, -0.03], [0.00, 0.02, -0.02], [-0.10, -0.02, 0.01], [0.10, 0.16, 0.18], [0.01, -0.05, -0.01], [-0.02, 0.00, 0.03], [0.08, 0.00, 0.02], [-0.06, 0.01, -0.02], [0.03, -0.04, 0.01], [-0.06, -0.02, 0.00], [0.06, 0.00, -0.05], [-0.08, 0.02, 0.08], [0.00, 0.00, 0.01], [0.03, -0.01, -0.02], [-0.03, 0.01, 0.01], [0.00, 0.00, 0.05], [0.07, 0.02, -0.07], [0.00, -0.01, 0.01], [0.02, 0.00, 0.00], [0.00, 0.00, 0.00], [-0.03, 0.01, 0.01], [0.01, 0.01, 0.01], [0.01, 0.02, 0.01], [0.01, -0.02, 0.00], [0.01, 0.00, 0.00], [0.01, 0.00, 0.00], [0.00, 0.00, 0.00], [-0.01, 0.00, -0.01], [-0.02, 0.04, 0.01], [0.00, -0.06, 0.04], [0.01, -0.02, 0.03], [0.09, 0.07, -0.12], [0.05, -0.02, 0.25], [-0.06, 0.18, 0.02], [-0.01, 0.00, 0.03], [-0.01, -0.02, 0.00], [0.02, 0.02, -0.04], [0.00, 0.00, 0.00], [0.01, 0.00, 0.00], [-0.01, 0.00, 0.00], [0.00, 0.01, -0.01], [0.01, -0.01, 0.01], [0.00, 0.00, 0.00], [0.00, 0.00, 0.00], [0.00, 0.01, 0.00], [-0.01, -0.01, 0.00], [-0.01, 0.00, 0.00], [0.01, 0.00, 0.00], [0.00, 0.00, 0.01], [0.00, 0.00, 0.07], [-0.09, 0.04, -0.17], [0.01, 0.05, 0.06], [0.14, -0.11, -0.04], [0.00, -0.03, -0.01], [-0.02, 0.01, 0.00], [0.03, 0.00, 0.01], [-0.01, 0.01, -0.01], [0.01, 0.02, -0.01], [-0.01, -0.01, 0.01]]
}

***

(2)
{
  "formula": "C19H29F3GaNO4P2",
  "method": "wB97M-V/def2-TZVPD",
  "gap_ev": 7.182,
  "e_tot_ha": -4004.1909,
  "e_lumo_ev": 0.33,
  "largest_force_ev_per_a": 3.34,
  "e_homo_ev": -6.853,
  "spin_multiplicity": 1,
  "symbols": ["C", "C", "N", "C", "C", "C", "C", "P", "Ga", "P", "C", "C", "C", "C", "C", "C", "C", "O", "O", "H", "H", "H", "C", "C", "H", "H", "H", "H", "C", "C", "H", "H", "H", "H", "H", "H", "H", "H", "H", "H", "H", "H", "H", "H", "H", "H", "H", "H", "H", "H", "H", "H", "F", "C", "F", "F", "C", "O", "O"],
  "xyz": [[1.291, -1.570, -3.635], [1.166, -0.976, -2.368], [-0.077, -0.720, -1.837], [-1.169, -1.247, -2.414], [-1.069, -1.966, -3.602], [0.169, -2.127, -4.221], [2.325, -0.555, -1.601], [2.150, -0.404, 0.192], [-0.190, 0.112, 0.143], [-2.505, 0.329, -0.522], [-2.511, -1.097, -1.728], [-0.168, 1.278, 1.841], [0.218, 0.691, 3.042], [0.200, 1.438, 4.237], [-0.253, 2.764, 4.224], [-0.693, 3.330, 3.025], [-0.649, 2.581, 1.833], [3.107, 1.979, -2.390], [1.618, 2.926, -0.637], [2.303, -1.698, -4.031], [-1.991, -2.381, -3.997], [0.251, -2.680, -5.153], [2.662, -2.021, 0.772], [3.350, 0.794, 0.866], [-3.292, -0.890, -2.482], [-2.772, -2.026, -1.174], [2.790, 1.114, -2.146], [3.317, -0.862, -2.031], [-3.656, -0.098, 0.785], [-3.119, 1.732, -1.485], [0.524, -0.358, 3.075], [0.539, 0.971, 5.156], [-0.254, 3.345, 5.145], [-1.068, 4.348, 3.004], [-1.038, 3.009, 0.907], [0.654, 2.073, -0.430], [1.765, 3.702, -0.032], [2.271, 2.688, -1.328], [2.704, 2.190, -3.253], [-0.057, 1.617, -0.630], [3.723, -2.177, 0.553], [2.485, -2.001, 1.848], [2.050, -2.788, 0.291], [4.380, 0.512, 0.606], [3.179, 1.828, 0.532], [3.221, 0.755, 1.956], [-4.136, 1.503, -1.836], [-3.131, 2.611, -0.826], [-2.454, 1.922, -2.340], [-4.659, -0.209, 0.359], [-3.342, -1.025, 1.278], [-3.640, 0.718, 1.513], [-2.232, -4.321, 1.607], [-1.100, -3.675, 1.994], [-1.372, -3.092, 3.184], [-0.134, -4.598, 2.216], [-0.649, -2.700, 0.885], [-0.211, -3.144, -0.162], [-0.819, -1.457, 1.219]],
  "atomic_forces_ev_per_a": [[-0.25, -0.80, -0.40], [1.07, 1.37, 1.63], [-0.09, -0.53, 0.11], [0.56, -0.35, -0.68], [-0.93, 0.26, 0.56], [0.68, 0.49, 0.14], [0.04, -0.35, -0.36], [0.24, -0.27, -2.64], [0.13, 0.08, 1.46], [0.88, -1.08, -0.62], [-0.55, 0.49, 0.31], [-0.57, -0.87, -0.53], [0.10, 0.79, 0.92], [-0.04, -0.13, -0.63], [0.15, -0.24, -0.20], [0.07, -0.26, -0.32], [0.02, 0.22, 1.05], [0.67, 2.53, -1.34], [-0.34, 2.56, 2.12], [-0.48, 0.00, 0.01], [0.22, -0.06, -0.15], [-0.03, 0.08, 0.09], [0.30, 0.05, 0.75], [0.19, -0.02, 0.24], [0.26, -0.38, 0.28], [0.20, 0.52, -0.35], [-0.69, -2.23, 0.35], [-0.96, 0.12, 0.51], [-0.66, 0.18, -0.10], [-0.43, 0.06, 0.16], [-0.04, 0.26, -0.02], [-0.08, 0.13, 0.03], [-0.06, -0.10, -0.21], [0.01, -0.03, 0.09], [0.16, 0.08, 0.09], [-1.04, -0.59, -0.71], [0.17, -1.27, -1.21], [1.00, 0.21, -0.58], [0.31, -0.23, 0.47], [0.07, 0.72, -0.70], [-0.13, -0.07, 0.10], [0.19, -0.51, 0.19], [0.09, 0.19, 0.10], [-0.27, -0.04, 0.09], [-0.09, -0.66, 0.14], [0.18, 0.11, -0.17], [0.24, 0.28, -0.02], [-0.06, -0.15, -0.31], [-0.18, -0.11, 0.32], [-0.01, -0.02, 0.30], [0.03, 0.28, -0.18], [-0.09, -0.17, 0.00], [0.55, 0.21, 0.14], [-0.08, -0.62, 0.58], [0.19, -0.21, -0.73], [-0.57, 0.33, -0.11], [0.00, 1.22, -0.29], [-0.28, -0.14, 0.65], [0.06, -1.36, -0.39]]
}

***

(3)
{
  "formula": "C19H29N2",
  "method": "wB97M-V/def2-TZVPD",
  "gap_ev": 7.761,
  "charge": 1,
  "e_tot_ha": -850.0542,
  "e_lumo_ev": -2.82,
  "largest_force_ev_per_a": 18.06,
  "e_homo_ev": -10.576,
  "de_lowest_kcal_mol": 366.3,
  "smiles": "CN(C)c1ccc(C[NH2+][C@]23C[C@H]4C[C@H](C[C@H](C4)C2)C3)cc1",
  "spin_multiplicity": 1,
  "symbols": ["C", "N", "C", "C", "C", "C", "C", "C", "N", "C", "C", "C", "C", "C", "C", "C", "C", "C", "C", "C", "C", "H", "H", "H", "H", "H", "H", "H", "H", "H", "H", "H", "H", "H", "H", "H", "H", "H", "H", "H", "H", "H", "H", "H", "H", "H", "H", "H", "H", "H"],
  "xyz": [[-1.736, -1.955, -5.532], [-1.620, -0.579, -5.280], [-2.196, 0.532, -5.954], [-0.919, -0.283, -4.198], [-0.815, 1.192, -3.717], [0.076, 1.696, -2.630], [0.594, 0.753, -1.733], [1.317, 0.926, -0.511], [0.355, 1.362, 0.534], [0.495, 0.821, 1.796], [0.172, -1.014, 1.545], [0.233, -1.679, 2.922], [1.521, -1.379, 3.646], [2.088, -0.127, 3.779], [0.799, 0.607, 4.656], [-0.453, 0.408, 4.108], [-0.925, -1.103, 3.975], [-0.645, 1.264, 2.799], [1.806, 0.930, 2.460], [0.455, -0.516, -2.049], [-0.051, -1.155, -3.256], [-2.352, -1.956, -6.470], [-0.595, -2.469, -5.839], [-2.051, -2.631, -4.528], [-2.565, -0.192, -6.768], [-1.500, 1.178, -6.512], [-3.060, 1.026, -5.562], [-1.363, 1.970, -4.119], [-0.297, 2.623, -2.113], [2.046, 1.890, -0.723], [2.211, 0.475, -0.318], [0.632, 2.407, 0.768], [-0.621, 1.368, 0.249], [-0.547, -1.031, 1.021], [0.784, -1.175, 0.957], [0.176, -2.583, 2.729], [1.691, -1.967, 4.461], [2.531, -1.655, 2.901], [2.808, 0.321, 4.372], [0.899, 0.277, 5.661], [0.954, 1.528, 4.918], [-1.482, 0.931, 4.682], [-0.781, -1.643, 4.787], [-1.860, -1.308, 3.512], [-0.436, 2.131, 2.835], [-1.689, 1.043, 2.344], [2.048, 1.816, 2.658], [2.807, 0.502, 1.843], [1.122, -1.382, -1.635], [-0.061, -2.196, -3.472]],
  "atomic_forces_ev_per_a": [[1.81, -3.36, -0.71], [1.81, 0.99, 3.64], [-0.96, -3.19, -4.69], [4.20, 3.23, 5.51], [3.16, -2.54, 2.19], [-4.60, -1.23, -0.39], [0.22, 0.32, -1.45], [1.13, 7.09, -1.69], [2.15, 4.81, 0.40], [-2.58, -7.78, 3.60], [0.35, 7.48, 16.44], [-0.86, 9.60, 1.97], [4.96, -4.00, -5.83], [-7.89, 9.62, 0.08], [3.98, -4.02, 1.43], [-9.20, 0.84, -1.10], [3.22, 2.57, -6.33], [-1.98, -13.32, -2.87], [3.65, -10.22, -2.16], [1.40, -8.31, -3.82], [-3.39, 4.57, -1.32], [0.18, -1.25, 1.15], [-3.13, 1.50, 0.74], [0.23, 1.93, -2.95], [-0.56, 2.22, -0.02], [0.02, -0.06, 0.83], [-0.23, 0.27, 0.83], [-1.18, 1.09, -1.25], [1.00, -0.09, -1.39], [-2.11, -1.09, 0.50], [1.13, -3.25, 1.53], [-1.13, -1.78, -1.26], [-0.01, -0.26, -0.52], [-11.12, -0.39, -5.98], [11.73, -3.61, -9.18], [-0.71, -8.84, -1.00], [0.14, -1.67, 2.38], [-2.53, -1.31, 1.04], [2.41, -0.60, 0.65], [-0.22, -1.61, 1.10], [1.19, 6.05, 0.27], [3.20, -1.24, -0.48], [0.38, -2.12, 4.14], [-1.03, 0.39, -0.08], [1.72, 12.02, 1.87], [1.67, 0.57, 0.64], [1.96, 7.40, 2.28], [-2.79, 1.26, 0.43], [-1.23, 1.95, 0.45], [0.44, -0.67, 0.38]]
}

***

(4)
{
  "formula": "C19H29N3O",
  "method": "wB97M-V/def2-TZVPD",
  "gap_ev": 8.547,
  "e_tot_ha": -980.9036,
  "e_lumo_ev": 0.77,
  "largest_force_ev_per_a": 0.57,
  "e_homo_ev": -7.778,
  "de_lowest_kcal_mol": 27.5,
  "smiles": "CC(C)n1cc(CN2CCN(C)[C@H](CCO)C2)c2ccccc21",
  "spin_multiplicity": 1,
  "symbols": ["C", "C", "C", "N", "C", "C", "C", "N", "C", "C", "N", "C", "C", "C", "C", "O", "C", "C", "C", "C", "C", "C", "C", "H", "H", "H", "H", "H", "H", "H", "H", "H", "H", "H", "H", "H", "H", "H", "H", "H", "H", "H", "H", "H", "H", "H", "H", "H", "H", "H", "H", "H"],
  "xyz": [[2.781, 3.520, -1.326], [3.672, 2.485, -0.636], [4.843, 2.071, -1.528], [2.898, 1.330, -0.242], [2.239, 0.492, -1.103], [1.607, -0.506, -0.422], [0.790, -1.620, -0.985], [-0.499, -1.709, -0.318], [-1.260, -2.868, -0.726], [-2.514, -2.956, 0.132], [-3.348, -1.771, -0.016], [-4.545, -1.919, 0.796], [-2.570, -0.578, 0.331], [-3.372, 0.724, 0.175], [-3.893, 0.981, -1.244], [-4.717, -0.040, -1.739], [-1.309, -0.529, -0.537], [1.876, -0.279, 0.961], [1.496, -0.940, 2.128], [1.934, -0.445, 3.334], [2.740, 0.696, 3.398], [3.125, 1.371, 2.260], [2.688, 0.880, 1.033], [3.352, 4.418, -1.545], [2.386, 3.125, -2.259], [1.946, 3.785, -0.682], [4.072, 2.925, 0.283], [5.471, 2.932, -1.744], [4.484, 1.661, -2.469], [5.446, 1.315, -1.030], [2.269, 0.659, -2.163], [0.680, -1.482, -2.078], [1.306, -2.573, -0.817], [-0.656, -3.766, -0.576], [-1.547, -2.814, -1.794], [-3.102, -3.826, -0.172], [-2.208, -3.089, 1.184], [-5.257, -1.132, 0.563], [-5.010, -2.874, 0.556], [-4.323, -1.901, 1.873], [-2.239, -0.644, 1.386], [-4.213, 0.721, 0.868], [-2.720, 1.554, 0.454], [-4.502, 1.891, -1.246], [-3.044, 1.149, -1.924], [-4.274, -0.883, -1.542], [-0.723, 0.350, -0.261], [-1.591, -0.448, -1.601], [0.867, -1.814, 2.066], [1.655, -0.939, 4.254], [3.066, 1.056, 4.363], [3.746, 2.252, 2.332]],
  "atomic_forces_ev_per_a": [[0.14, -0.09, 0.27], [0.20, 0.34, -0.29], [-0.10, 0.07, 0.29], [-0.01, -0.06, 0.06], [-0.19, -0.30, -0.05], [0.05, 0.02, -0.32], [0.10, 0.02, 0.00], [-0.01, -0.03, -0.11], [-0.15, -0.12, 0.19], [0.15, -0.22, -0.26], [0.07, -0.06, 0.02], [-0.09, 0.04, 0.00], [0.19, 0.44, -0.08], [-0.15, -0.27, -0.28], [0.29, 0.36, 0.14], [-0.28, -0.35, -0.16], [-0.14, 0.05, 0.32], [0.21, 0.30, -0.01], [0.03, 0.00, 0.06], [-0.07, -0.15, 0.15], [0.07, 0.11, 0.02], [0.13, 0.18, 0.06], [-0.27, -0.41, 0.29], [0.04, 0.10, -0.06], [-0.04, -0.03, -0.12], [-0.08, 0.04, 0.02], [-0.08, -0.10, -0.11], [0.07, 0.08, -0.07], [-0.03, -0.04, -0.12], [0.07, -0.06, 0.01], [0.00, 0.05, -0.21], [0.02, -0.07, 0.05], [-0.05, 0.02, -0.10], [-0.02, 0.01, -0.03], [0.03, -0.03, 0.05], [0.03, 0.02, 0.06], [-0.04, -0.01, -0.04], [-0.04, -0.02, 0.05], [-0.04, -0.02, 0.03], [0.02, 0.00, 0.02], [-0.02, -0.05, -0.11], [0.01, 0.07, 0.05], [0.01, 0.02, 0.07], [0.15, -0.02, 0.00], [-0.08, 0.08, 0.07], [0.00, 0.02, 0.02], [-0.07, 0.02, -0.04], [0.02, 0.05, 0.01], [-0.08, -0.08, 0.03], [-0.03, -0.05, 0.05], [0.03, 0.04, 0.06], [0.05, 0.06, 0.02]]
}